(1)
94
Properties=species:S:1:pos:R:3 method="wB97M-V/def2-TZVPD" total_charge=+3 relative_energy_kj_mol=506.1
O -0.6698 -2.2641 1.8327
H 2.0441 -3.6032 1.6405
H -2.9579 3.5838 0.7150
H -4.2918 -3.3467 -0.2374
H -1.5045 -0.9759 4.7770
H -4.5248 2.4776 -0.7481
H 3.2814 -3.8028 0.3365
H -0.8248 -0.3895 -4.6601
N -2.6992 2.7342 0.2228
C 2.3365 -1.0737 -5.6160
C 1.4724 3.4252 3.6357
N -0.5741 3.4237 2.1614
C 0.3751 1.7028 -2.1165
C 0.7409 -1.1262 -3.3548
Br 0.9690 -4.0960 -0.5602
H 2.3402 5.1943 2.4669
N -1.4624 0.9205 -0.4390
C -3.8293 -3.9162 -2.2542
H -3.1819 3.0391 -3.2828
C 3.7941 -2.6204 5.6666
H 1.3591 0.2645 6.5339
F 2.8953 -2.1059 -7.6398
F 2.9550 0.0578 -7.5752
C -2.2324 2.6596 -2.9222
H 2.7965 1.6848 3.8143
C -0.8015 -1.4825 4.1208
H -0.5537 4.1946 4.0815
C -0.4584 2.4188 1.2631
C 2.0159 -1.1332 5.0264
P -0.3156 -0.9914 -1.9040
C 3.1898 -1.0532 -6.8694
F -1.3517 5.5231 -1.7638
H -3.3899 0.0277 -1.0704
C 2.0397 -0.5434 6.2916
H -2.4483 -1.7517 -0.0750
C 0.1674 2.9666 -2.4864
H 0.6028 -0.3469 -6.6559
F -0.3102 5.4779 -3.6644
C -1.1791 3.4623 -2.8070
Br 2.5390 -1.4314 0.4859
C -0.0729 3.3696 3.5616
H -1.2839 -2.7208 -4.1148
H 2.9680 -0.5452 8.2192
C 2.3039 -3.4200 0.6054
H -3.1289 -4.3352 -4.2324
C -3.5182 2.1325 -0.5648
H 1.7665 3.7736 4.6239
H -1.2648 4.1344 1.9865
C -2.6020 -2.2781 -1.0144
Hf -0.0726 -0.4316 0.8019
F -2.4650 5.2744 -3.6098
C 2.3456 3.2925 1.4797
H 1.3777 1.3113 -1.9854
C -0.7915 0.8262 -1.8950
H 3.9060 -1.8028 -4.3566
P 0.8252 -0.5914 3.8002
O -1.7092 -0.3979 2.1993
C -1.3317 4.9534 -2.9969
C -2.9852 -3.7465 -3.3368
H 4.5168 -2.3885 7.6701
C 2.9432 -0.9983 7.2375
H -1.3980 1.6993 4.4152
H 1.0015 3.6410 -2.6360
C -1.4433 2.1580 0.3155
H 4.4804 -3.4224 5.4310
C 2.0720 -1.5201 -3.2756
F -6.1347 -4.2829 -2.1024
F -5.0210 -5.5618 -3.4523
H 2.4966 -1.8480 -2.3363
C 2.8972 -2.1679 4.7132
C 2.1235 4.1350 2.4792
H 2.7664 3.5388 0.5143
H 2.6051 1.1413 1.4960
C 0.6498 1.1849 3.9614
H 2.8863 -2.6126 3.7243
C -2.1538 1.2094 -2.5372
H -0.5606 -2.4796 4.4846
C -1.1899 -1.4719 2.6951
C -3.6401 -3.1848 -1.0866
C -2.8209 0.9504 -1.1585
C 3.8149 -2.0358 6.9266
C 1.0063 -0.6785 -5.7083
C 0.2094 -0.7010 -4.5788
H -2.5053 0.5571 -3.3370
C -4.9690 -4.9153 -2.2919
F 4.4896 -1.0984 -6.5728
C -0.3992 1.9867 4.1117
C -1.9466 -2.8251 -3.2674
C -1.7566 -2.0694 -2.1135
N 0.5902 1.5414 1.2188
F -4.8243 -5.8120 -1.3083
C 2.8698 -1.4991 -4.4113
C 1.8972 1.8928 1.8447
C 1.8271 1.9542 3.3946

=====

(2)
10
Properties=species:S:1:pos:R:3 method="wB97M-V/def2-TZVPD" smiles="CC=O.OI" total_charge=0 relative_energy_kj_mol=144.5
H -1.1275 -2.5417 1.4938
O -1.2828 -3.4662 1.2783
C 0.8813 1.7051 -0.6178
H 0.7962 2.7709 -0.4105
O -0.2112 0.2186 0.9077
H -1.2571 1.2715 -0.4436
I -0.1956 -3.8660 -0.3002
H 1.8174 1.3291 -0.2128
H 0.8582 1.5767 -1.6975
C -0.2788 1.0021 0.0025

=====

(3)
48
Properties=species:S:1:pos:R:3 method="wB97M-V/def2-TZVPD" total_charge=0 relative_energy_kj_mol=623.7
H -1.1917 -0.0769 -1.0798
H 0.6266 3.0720 1.3235
C 0.0716 -1.5919 1.3884
C 1.5154 3.6319 1.0324
Br 1.3149 2.3428 -1.4225
C 0.7803 0.6270 0.5573
H 1.0133 -2.5569 -2.1567
H -2.3880 -1.5821 -3.1245
N 0.0745 -0.6793 0.4191
H -3.6158 -0.7739 0.5494
C -0.4627 -0.8679 -0.9040
H 0.1606 1.5012 0.7571
Br 4.8199 -2.4088 -1.6763
H -4.3780 -0.1240 -2.7626
C 0.3761 1.7402 3.9721
H 1.4587 0.5171 1.4033
H -0.0462 0.9737 4.6219
H 0.3790 2.7223 4.4448
C 1.4338 4.0385 -0.4152
O 0.6140 -1.4810 2.4457
C 1.7031 1.3176 3.4092
H -0.8901 -1.8642 -1.0163
Br -0.7675 1.7002 2.3761
H -5.4476 -1.1668 -1.9346
H 1.6636 0.2691 3.1140
H -4.5935 0.2656 -1.1326
N -3.4449 -1.4456 -1.3402
H -2.0583 -2.8763 -2.0186
H 2.3374 4.5260 -0.7809
Br 3.0485 1.4038 4.8689
C 1.9304 -2.0822 -1.8080
C 2.9877 -2.9754 -2.2907
H 0.5459 4.6201 -0.6633
C -3.0094 -1.4433 -0.0802
H 2.4062 3.2506 1.5315
C -2.8662 -2.2681 -2.4254
H 2.1174 1.8845 2.5755
O -2.0439 -2.1392 0.2158
H -0.4905 -2.4899 1.0887
Br 2.1856 -0.3463 -2.5851
H 2.8166 -3.9315 -1.7962
H 0.3040 -0.7850 -1.6744
H 1.9268 -2.0827 -0.7180
Br 0.9822 5.2411 2.0952
H -3.6210 -2.8794 -2.9201
H 2.8749 -3.0712 -3.3706
C -4.5280 -0.5990 -1.7931
H 1.3746 0.9433 -0.3000

=====

no.,HOMO level (eV)
1,-16.10
2,-9.28
3,-8.35